Density functional theory data (ωB97M-V/def2-TZVPD) for a cluster of 2 separate species, C5H14O2 in total.

Properties
* highest occupied orbital energy: -10.236 eV
* relative energy (zero: lowest compared OMol25 entry of this formula, charge and spin): 5.4 kcal/mol
* gap between HOMO and LUMO: 11.0 eV
* SMILES string: CC(C)CCO.O

CARTESIAN COORDINATES (ANGSTROEM)
C: -0.317 -0.403 1.709
C: 0.422 0.442 0.681
C: -0.488 1.479 0.022
C: 1.097 -0.447 -0.367
C: 1.855 0.278 -1.456
O: 2.994 0.952 -0.936
H: -1.361 -0.496 1.415
H: 0.059 -1.415 1.875
H: -0.332 0.064 2.695
H: 1.241 0.949 1.189
H: -0.983 1.003 -0.832
H: 0.087 2.337 -0.343
H: -1.282 1.833 0.663
H: 1.794 -1.118 0.127
H: 0.345 -1.118 -0.800
H: 2.156 -0.448 -2.210
H: 1.230 1.022 -1.961
H: 3.760 0.369 -1.022
O: -4.275 -1.434 -0.253
H: -4.029 -1.708 0.635
H: -3.972 -2.141 -0.830

Löwdin atomic charge list, values in e, 2 entries:
1. C -0.082
2. C -0.434

Density functional theory data (ωB97M-V/def2-TZVPD) for a cluster of 2 separate species, C5H14O2 in total at a distorted geometry.

Properties
* highest occupied orbital energy: -10.006 eV
* relative energy (zero: lowest compared OMol25 entry of this formula, charge and spin): 9.8 kcal/mol
* gap between HOMO and LUMO: 10.9 eV
* SMILES string: CC(C)CCO.O

CARTESIAN COORDINATES (ANGSTROEM)
C: -0.022 1.439 0.074
C: 0.304 0.185 0.894
C: 1.640 -0.411 0.457
C: -0.786 -0.937 0.783
C: -2.251 -0.523 0.854
O: -2.692 0.041 -0.352
H: -0.682 2.051 0.697
H: 0.856 2.022 -0.160
H: -0.585 1.173 -0.810
H: 0.341 0.434 1.937
H: 1.714 -0.417 -0.635
H: 1.893 -1.402 0.833
H: 2.425 0.232 0.795
H: -0.620 -1.476 -0.149
H: -0.544 -1.592 1.602
H: -2.810 -1.435 1.114
H: -2.397 0.097 1.746
H: -3.261 0.805 -0.190
O: 2.445 0.186 -3.381
H: 3.233 0.033 -2.844
H: 1.797 -0.505 -3.265

Löwdin atomic charge list, values in e, 2 entries:
1. C -0.069
2. C -0.413

Density functional theory data (ωB97M-V/def2-TZVPD) for a cluster of 2 separate species, C5H14O2 in total at a distorted geometry.

Properties
* highest occupied orbital energy (alpha / beta): -13.840 / -13.840 eV
* expectation value of S²: 0.755
* relative energy (zero: lowest compared OMol25 entry of this formula, charge and spin): 38.8 kcal/mol
* gap between HOMO and LUMO (alpha / beta): 10.3 / 4.1 eV
* total charge: +1
* multiplicity: 2

CARTESIAN COORDINATES (ANGSTROEM)
C: -2.278 -0.244 0.221
O: -2.049 -1.582 -0.084
C: -1.008 0.582 0.276
C: -0.356 0.602 -1.085
C: 0.588 1.808 -1.219
C: 0.267 -0.727 -1.425
H: -2.800 0.065 -0.682
H: -3.006 -0.212 1.055
H: -1.519 -2.025 0.624
H: -1.278 1.589 0.613
H: -0.330 0.267 1.069
H: -1.154 0.786 -1.807
H: 0.027 2.703 -0.885
H: 0.768 2.040 -2.265
H: 1.500 1.740 -0.636
H: 1.272 -0.756 -0.990
H: -0.311 -1.550 -0.952
H: 0.369 -0.937 -2.485
H: 4.525 -1.571 3.572
H: 3.097 -1.301 3.157
O: 3.676 -1.278 3.929

Löwdin atomic charge list, values in e, 2 entries:
1. C -0.153
2. O 0.140

Density functional theory data (ωB97M-V/def2-TZVPD) for a cluster of 2 separate species, C5H14O2SSi in total at a distorted geometry.

Properties
* highest occupied orbital energy: -9.684 eV
* relative energy (zero: lowest compared OMol25 entry of this formula, charge and spin): 26.2 kcal/mol
* gap between HOMO and LUMO: 9.7 eV

CARTESIAN COORDINATES (ANGSTROEM)
C: 3.167 -2.992 -2.125
C: -2.751 1.568 0.159
C: -0.896 -0.549 0.997
C: -1.045 1.920 2.979
C: 2.421 -1.753 -2.536
O: 1.014 0.261 -1.850
O: -0.115 2.209 0.405
Si: -1.225 1.316 1.153
S: 1.876 -0.789 -1.398
H: 3.865 -3.201 -2.906
H: 3.612 -2.878 -1.060
H: 2.378 -3.830 -2.001
H: -3.717 0.944 0.084
H: -3.055 2.590 0.272
H: -2.494 1.705 -0.899
H: -0.561 -0.906 1.961
H: -1.744 -1.274 0.591
H: -0.075 -0.701 0.329
H: 0.091 1.782 3.084
H: -1.451 2.844 3.381
H: -1.590 1.224 3.503
H: 2.168 -1.585 -3.515
H: 0.128 2.094 -0.606

Löwdin atomic charge list, values in e, 2 entries:
1. C -0.168
2. C -0.190

Density functional theory data (ωB97M-V/def2-TZVPD) for a cluster of 4 separate species, C5H14O3 in total at a distorted geometry.

Properties
* highest occupied orbital energy: -9.240 eV
* relative energy (zero: lowest compared OMol25 entry of this formula, charge and spin): 29.1 kcal/mol
* gap between HOMO and LUMO: 9.8 eV
* SMILES string: C=CC(=C)C.O.O.O

CARTESIAN COORDINATES (ANGSTROEM)
C: 0.999 1.780 -0.578
C: -0.052 1.084 -0.155
C: -0.095 -0.342 0.257
C: -1.147 -0.733 0.973
C: 1.139 -1.161 -0.029
H: 2.068 1.615 -0.510
H: 0.849 2.829 -0.830
H: -1.009 1.570 -0.324
H: -1.203 -1.741 1.365
H: -2.026 -0.112 1.083
H: 1.037 -1.628 -1.009
H: 1.322 -1.906 0.740
H: 1.993 -0.493 -0.065
O: -1.181 1.909 3.652
H: -1.230 2.715 3.140
H: -1.464 1.288 2.964
O: -2.904 -4.023 0.071
H: -2.615 -3.816 0.942
H: -3.702 -4.516 0.247
O: 3.135 1.960 -4.322
H: 2.296 1.651 -3.961
H: 3.788 2.068 -3.647

Löwdin atomic charge list, values in e, 2 entries:
1. C -0.001
2. C -0.158

Density functional theory data (ωB97M-V/def2-TZVPD) for a cluster of 4 separate species, C5H14O4 in total at a distorted geometry.

Properties
* highest occupied orbital energy: -9.994 eV
* relative energy (zero: lowest compared OMol25 entry of this formula, charge and spin): 33.9 kcal/mol
* gap between HOMO and LUMO: 10.6 eV
* SMILES string: C=CCCC=O.O.O.O

CARTESIAN COORDINATES (ANGSTROEM)
C: 1.012 2.487 -1.402
C: -0.211 2.034 -1.205
C: -0.523 1.012 -0.125
C: -1.990 0.584 -0.136
C: -2.202 -0.475 0.909
O: -1.997 -1.654 0.695
H: 1.220 3.222 -2.175
H: 1.891 2.274 -0.822
H: -1.050 2.325 -1.835
H: -0.263 1.453 0.861
H: 0.117 0.133 -0.250
H: -2.249 0.207 -1.131
H: -2.592 1.469 0.102
H: -2.563 -0.203 1.910
O: 1.717 -0.437 2.621
H: 2.131 -0.855 3.378
H: 1.964 -0.960 1.824
O: -0.025 -2.542 -0.924
H: -0.808 -2.269 -0.388
H: -0.284 -2.330 -1.833
O: 2.347 -1.902 0.357
H: 2.854 -1.442 -0.329
H: 1.502 -2.133 -0.101

Löwdin atomic charge list, values in e, 2 entries:
1. C -0.004
2. C -0.176

Density functional theory data (ωB97M-V/def2-TZVPD) for a cluster of 2 separate species, C5H14O6PS in total at a distorted geometry.

Properties
* highest occupied orbital energy: -3.370 eV
* relative energy (zero: lowest compared OMol25 entry of this formula, charge and spin): 73.1 kcal/mol
* gap between HOMO and LUMO: 5.2 eV
* total charge: -1

CARTESIAN COORDINATES (ANGSTROEM)
O: 1.175 -0.733 1.528
S: 1.956 -0.052 0.364
O: 2.306 -1.218 -0.641
O: 3.500 0.547 0.886
C: 0.961 1.194 -0.619
C: 0.297 2.407 0.261
C: -0.948 1.964 1.231
C: -2.417 1.914 0.488
P: -2.990 0.154 -0.004
H: 3.472 0.641 1.886
H: 0.182 0.628 -1.302
H: 1.721 1.714 -1.379
H: -0.156 3.179 -0.529
H: 1.117 3.041 0.855
H: -0.812 0.941 1.783
H: -1.018 2.796 2.082
H: -2.466 2.701 -0.394
H: -3.208 2.303 1.293
H: -4.139 0.698 -0.731
H: -3.049 -0.311 1.373
H: -1.789 -0.141 -0.744
H: -3.501 -1.171 -0.381
C: 1.829 -4.999 -1.531
O: 0.851 -4.484 -0.938
O: 2.821 -4.128 -1.648
O: 2.002 -6.146 -2.002
H: 2.300 -3.439 -1.188

Löwdin atomic charge list, values in e, 2 entries:
1. O -0.369
2. S 0.814

Density functional theory data (ωB97M-V/def2-TZVPD) for a cluster of 2 separate species, C5H14OP in total at a distorted geometry.

Properties
* highest occupied orbital energy (alpha / beta): -12.643 / -13.993 eV
* relative energy (zero: lowest compared OMol25 entry of this formula, charge and spin): 109.4 kcal/mol
* gap between HOMO and LUMO (alpha / beta): 5.7 / 10.1 eV
* total charge: +1

CARTESIAN COORDINATES (ANGSTROEM)
C: 1.290 -2.282 -1.078
C: -2.389 1.112 -1.182
C: -0.912 0.180 1.699
C: 2.410 2.420 0.628
C: 0.265 -1.777 -0.060
O: -1.364 0.174 -1.078
P: -0.184 0.029 0.050
H: 1.094 -1.900 -2.015
H: 2.334 -2.109 -0.681
H: 1.258 -3.344 -1.102
H: -3.065 1.196 -0.210
H: -2.783 0.673 -2.100
H: -1.975 2.107 -1.427
H: -0.670 -0.687 2.330
H: -1.974 0.149 1.739
H: -0.369 0.910 2.194
H: 1.438 2.873 1.060
H: 2.822 3.114 -0.108
H: 2.786 1.405 0.773
H: 0.680 -2.011 0.952
H: -0.695 -2.234 -0.384

Löwdin atomic charge list, values in e, 2 entries:
1. C -0.124
2. C -0.112

Density functional theory data (ωB97M-V/def2-TZVPD) for a cluster of 2 separate species, C5H14P2 in total at a distorted geometry.

Properties
* highest occupied orbital energy: -8.575 eV
* relative energy (zero: lowest compared OMol25 entry of this formula, charge and spin): 76.4 kcal/mol
* gap between HOMO and LUMO: 9.2 eV

CARTESIAN COORDINATES (ANGSTROEM)
C: 1.599 1.609 0.650
C: -1.755 1.026 -0.013
C: -1.781 -1.861 0.072
C: 1.206 0.968 -0.712
C: 0.637 -0.380 -0.362
P: 1.873 -1.660 -0.021
P: -0.830 -0.369 0.784
H: 2.263 1.057 1.321
H: 1.938 2.678 0.622
H: 0.667 1.477 1.325
H: -0.970 1.772 0.211
H: -2.683 1.468 0.373
H: -1.663 0.945 -1.113
H: -2.736 -1.327 -0.174
H: -2.006 -2.725 0.745
H: -1.278 -2.117 -0.780
H: 0.562 1.602 -1.262
H: 2.055 0.906 -1.279
H: 0.204 -0.872 -1.918
H: 0.940 -2.703 0.095
H: 1.760 -1.495 1.436

Löwdin atomic charge list, values in e, 2 entries:
1. C -0.139
2. C -0.313

Density functional theory data (ωB97M-V/def2-TZVPD) for a cluster of 2 separate species, C5H14S in total at a distorted geometry.

Properties
* highest occupied orbital energy: -9.070 eV
* relative energy (zero: lowest compared OMol25 entry of this formula, charge and spin): 37.0 kcal/mol
* gap between HOMO and LUMO: 10.0 eV
* SMILES string: CCC.CCS

CARTESIAN COORDINATES (ANGSTROEM)
C: 0.846 -2.225 1.365
C: 1.102 -3.100 0.103
C: 1.063 -2.309 -1.120
H: -0.171 -1.712 1.105
H: 0.799 -2.755 2.459
H: 1.594 -1.553 1.456
H: 2.036 -3.622 0.328
H: 0.413 -3.968 -0.001
H: 1.806 -2.720 -1.872
H: 1.343 -1.205 -0.986
H: 0.052 -2.290 -1.613
C: -1.498 4.067 -0.468
C: -1.489 2.527 -0.321
S: 0.256 2.005 0.197
H: -0.564 4.366 -0.918
H: -2.424 4.495 -0.941
H: -1.509 4.433 0.633
H: -1.745 1.965 -1.325
H: -2.214 2.039 0.442
H: 0.305 1.561 1.479

Löwdin atomic charge list, values in e, 2 entries:
1. C -0.129
2. C -0.377

Density functional theory data (ωB97M-V/def2-TZVPD) for a cluster of 2 separate species, C5H14S in total at a distorted geometry.

Properties
* highest occupied orbital energy: -8.369 eV
* relative energy (zero: lowest compared OMol25 entry of this formula, charge and spin): 16.5 kcal/mol
* gap between HOMO and LUMO: 9.3 eV
* SMILES string: CCSC.CC

CARTESIAN COORDINATES (ANGSTROEM)
C: -1.537 2.101 -0.813
C: -0.379 1.125 -0.697
S: -0.502 -0.303 -1.815
C: -0.492 -1.781 -0.755
H: -1.908 2.446 -1.766
H: -1.254 2.918 -0.149
H: -2.402 1.694 -0.282
H: 0.579 1.633 -0.763
H: -0.328 0.700 0.297
H: -1.401 -2.364 -0.888
H: 0.370 -2.377 -1.063
H: -0.319 -1.601 0.298
C: 0.892 -0.261 2.383
C: 2.317 -0.466 2.881
H: 0.358 -1.185 2.170
H: 0.305 0.305 3.107
H: 1.025 0.351 1.502
H: 2.346 -0.911 3.882
H: 2.809 0.495 2.976
H: 2.869 -1.216 2.320

Löwdin atomic charge list, values in e, 2 entries:
1. C -0.171
2. C -0.577

Density functional theory data (ωB97M-V/def2-TZVPD) for a cluster of 2 separate species, C5H14S in total at a distorted geometry.

Properties
* highest occupied orbital energy: -8.462 eV
* relative energy (zero: lowest compared OMol25 entry of this formula, charge and spin): 36.6 kcal/mol
* gap between HOMO and LUMO: 9.4 eV
* SMILES string: CCSC.CC

CARTESIAN COORDINATES (ANGSTROEM)
C: 1.213 0.265 1.781
C: 1.711 -0.129 0.375
S: 1.699 1.136 -1.133
C: 1.477 2.994 -0.627
H: 0.207 0.722 1.862
H: 1.909 0.980 2.204
H: 1.208 -0.605 2.430
H: 2.809 -0.407 0.427
H: 1.076 -0.998 0.046
H: 0.748 2.969 0.106
H: 2.381 3.497 -0.371
H: 1.115 3.431 -1.527
C: -2.109 -0.997 -0.968
C: -2.181 -2.429 -0.449
H: -1.586 -0.424 -0.110
H: -1.624 -0.941 -1.972
H: -3.123 -0.562 -1.151
H: -1.233 -2.806 0.154
H: -3.129 -2.564 0.166
H: -2.568 -3.131 -1.242

Löwdin atomic charge list, values in e, 2 entries:
1. C -0.175
2. C -0.490